95
Properties=species:S:1:pos:R:3:forces:R:3:mulliken_spin:R:1 method="wB97M-V/def2-TZVPD" molar_mass_g_mol=838.75 charge=0 homo_ev="-6.6 / -6.6" orbital_gap_ev="6.76 / 6.78" largest_force_ev_per_a=0.3 e_above_lowest_kj_mol=25.78 spin_multiplicity=2
Ti -0.301 0.222 -0.424 -0.04 -0.33 -0.07 0.88
C -0.596 -5.220 -0.765 0.00 0.00 0.00 0.00
N -0.817 -4.086 -1.643 0.02 -0.01 -0.02 0.00
C -1.654 -4.302 -2.814 0.01 0.01 -0.01 0.00
C -0.265 -2.891 -1.417 -0.06 0.00 -0.01 0.00
O -0.488 -1.881 -2.079 -0.03 0.09 -0.03 0.00
C 0.757 -2.764 -0.295 0.05 -0.06 0.01 0.02
O 1.416 -1.513 -0.427 -0.21 0.05 -0.02 0.05
C 2.263 -1.420 -1.555 0.12 0.00 0.06 0.03
C 1.729 -0.363 -2.499 -0.02 0.03 0.01 -0.01
O 0.914 0.462 -2.063 -0.09 0.11 0.15 0.00
N 2.162 -0.287 -3.750 0.06 0.03 -0.01 0.00
C 1.631 0.764 -4.614 -0.01 0.00 0.03 0.00
C 3.287 -1.040 -4.271 0.00 -0.01 0.00 0.00
H -1.474 -5.862 -0.809 -0.01 0.01 0.01 0.00
H -0.483 -4.900 0.269 0.01 0.00 0.00 0.00
H 0.278 -5.809 -1.061 -0.01 -0.01 -0.01 0.00
H -1.189 -5.051 -3.461 0.00 0.00 0.00 0.00
H -1.763 -3.361 -3.345 0.00 0.00 0.00 0.00
H -2.642 -4.638 -2.505 0.00 -0.01 0.00 0.00
H 1.488 -3.578 -0.311 0.00 0.00 0.00 0.00
H 0.260 -2.751 0.672 0.02 0.00 -0.02 -0.02
H 2.369 -2.389 -2.044 -0.04 0.01 0.00 0.00
H 3.240 -1.082 -1.197 0.02 -0.03 -0.03 0.00
H 0.621 1.009 -4.297 0.01 -0.01 -0.01 0.00
H 1.617 0.392 -5.637 -0.01 -0.01 0.00 0.00
H 2.265 1.653 -4.565 -0.01 0.00 -0.01 0.00
H 4.135 -0.373 -4.443 0.00 0.00 0.00 0.00
H 3.010 -1.503 -5.218 0.00 -0.01 0.00 0.00
H 3.601 -1.819 -3.583 0.00 0.01 0.01 0.00
C 4.155 1.782 -1.767 0.00 -0.03 0.00 0.00
C 3.881 2.014 -0.282 0.01 -0.01 0.05 0.00
C 4.987 1.382 0.562 0.01 0.01 0.01 0.00
C 3.839 3.525 -0.035 -0.01 0.00 -0.01 0.00
O 2.649 1.376 0.029 0.03 0.02 -0.05 0.00
Ge 1.569 1.915 1.427 -0.04 0.06 0.02 0.00
O 0.812 0.172 1.590 0.09 0.16 -0.07 0.02
C 0.458 -0.180 2.942 -0.01 -0.07 0.01 0.00
C 0.159 -1.674 2.990 0.02 -0.01 0.00 0.00
C 1.644 0.070 3.880 -0.01 0.01 0.01 0.00
C -0.748 0.650 3.380 0.01 0.01 0.01 0.01
O -0.065 2.085 0.287 0.03 0.06 -0.14 0.01
C -0.593 3.362 -0.171 -0.02 -0.01 0.01 0.00
C 0.049 4.490 0.632 0.01 0.00 0.00 0.00
C -0.261 3.534 -1.648 0.01 0.03 0.01 0.01
C -2.094 3.372 0.098 0.00 0.00 0.01 0.00
H 5.036 2.338 -2.092 0.00 -0.01 0.00 0.00
H 4.337 0.723 -1.967 -0.02 -0.01 0.00 0.00
H 3.294 2.110 -2.352 0.00 0.01 0.00 0.00
H 5.970 1.777 0.296 0.00 0.00 0.00 0.00
H 4.810 1.578 1.621 0.00 0.00 0.00 0.00
H 4.992 0.300 0.414 0.00 0.00 0.00 0.00
H 4.791 3.981 -0.314 0.00 0.00 0.00 0.00
H 3.053 3.984 -0.639 -0.01 0.00 0.00 0.00
H 3.652 3.753 1.015 0.01 0.00 0.00 0.00
H 1.061 -2.233 2.727 -0.01 0.01 0.00 0.00
H -0.132 -1.962 4.002 0.00 -0.01 0.01 0.00
H -0.644 -1.933 2.307 -0.01 0.01 0.00 0.00
H 2.543 -0.400 3.476 0.00 0.00 0.00 0.00
H 1.840 1.132 4.026 0.01 0.00 0.00 0.00
H 1.437 -0.368 4.858 0.00 0.00 0.00 0.00
H -1.572 0.534 2.676 0.01 0.01 0.01 0.00
H -1.080 0.354 4.378 -0.01 0.00 0.00 0.00
H -0.482 1.710 3.419 0.01 0.00 0.00 0.00
H 1.127 4.543 0.475 0.00 0.00 0.00 0.00
H -0.382 5.440 0.311 0.00 0.00 0.00 0.00
H -0.141 4.371 1.700 0.00 0.00 0.00 0.00
H 0.823 3.518 -1.789 0.00 0.00 0.01 0.00
H -0.697 2.737 -2.246 -0.01 0.00 0.00 0.00
H -0.643 4.492 -2.007 0.00 0.00 0.00 0.00
H -2.271 3.159 1.155 0.00 0.02 0.00 0.00
H -2.504 4.358 -0.130 0.00 0.00 -0.01 0.00
H -2.610 2.625 -0.497 0.00 -0.01 0.01 0.00
O -1.575 0.532 -3.614 0.03 -0.06 -0.05 0.02
N -2.372 0.725 -2.736 -0.02 0.19 -0.10 0.00
O -1.866 0.789 -1.531 0.13 -0.22 0.20 -0.04
C -5.348 1.594 1.918 0.00 0.00 0.00 0.00
C -5.115 0.340 1.109 0.00 0.01 0.01 0.00
O -3.705 0.063 1.136 -0.05 0.01 -0.01 0.00
P -3.114 -1.298 0.521 0.06 0.05 0.18 0.01
O -1.603 -0.985 0.521 -0.11 -0.10 -0.09 -0.01
Te -4.245 -2.128 -1.332 0.03 0.00 -0.02 0.00
O -3.346 -2.381 1.694 0.09 0.02 -0.02 0.00
C -3.305 -2.039 3.087 -0.07 0.00 -0.03 0.00
C -2.975 -3.290 3.866 -0.02 0.01 0.01 0.00
H -6.408 1.851 1.907 0.00 0.00 0.00 0.00
H -4.785 2.426 1.496 0.00 0.00 0.00 0.00
H -5.035 1.453 2.954 0.00 0.00 0.00 0.00
H -5.425 0.464 0.070 0.01 0.00 0.00 0.00
H -5.665 -0.511 1.519 0.00 0.00 0.01 0.00
H -4.288 -1.655 3.373 0.00 0.02 0.01 0.00
H -2.574 -1.253 3.267 0.02 -0.01 0.00 0.00
H -3.718 -4.064 3.676 0.00 0.00 -0.01 0.00
H -2.962 -3.075 4.936 0.00 0.00 0.00 0.00
H -1.996 -3.674 3.578 0.01 0.00 0.00 0.00